{"formula": "C37H106N14O13", "method": "ωB97M-V/def2-TZVPD", "species": ["C", "C", "C", "O", "C", "N", "H", "H", "H", "H", "H", "H", "H", "H", "H", "H", "H", "C", "C", "C", "O", "C", "N", "H", "H", "H", "H", "H", "H", "H", "H", "H", "H", "H", "C", "C", "C", "O", "C", "N", "H", "H", "H", "H", "H", "H", "H", "H", "H", "H", "H", "C", "C", "C", "O", "C", "N", "H", "H", "H", "H", "H", "H", "H", "H", "H", "H", "H", "C", "C", "C", "O", "C", "N", "H", "H", "H", "H", "H", "H", "H", "H", "H", "H", "H", "C", "C", "C", "O", "C", "N", "H", "H", "H", "H", "H", "H", "H", "H", "H", "H", "H", "C", "O", "N", "N", "H", "H", "H", "H", "C", "O", "N", "N", "H", "H", "H", "H", "C", "O", "N", "N", "H", "H", "H", "H", "C", "O", "N", "N", "H", "H", "H", "H", "C", "C", "C", "O", "H", "H", "H", "H", "H", "H", "H", "H", "C", "C", "C", "O", "H", "H", "H", "H", "H", "H", "H", "H", "C", "C", "C", "O", "H", "H", "H", "H", "H", "H", "H", "H"], "xyz": [[15.043, 11.231, 16.905], [14.800, 12.209, 18.026], [15.622, 11.979, 19.293], [15.399, 10.644, 19.722], [15.938, 10.389, 20.992], [15.169, 13.466, 17.482], [14.340, 11.328, 16.055], [14.820, 10.190, 17.229], [16.095, 11.254, 16.664], [13.761, 12.128, 18.292], [15.379, 12.636, 20.098], [16.696, 12.069, 19.064], [17.047, 10.391, 20.998], [15.639, 9.382, 21.172], [15.526, 11.082, 21.770], [15.003, 13.592, 16.504], [14.700, 14.261, 17.891], [7.949, 16.395, 18.194], [8.650, 15.429, 17.289], [9.760, 14.754, 18.127], [10.783, 15.719, 18.448], [11.986, 15.198, 18.941], [7.809, 14.327, 16.876], [7.651, 15.863, 19.129], [7.065, 16.792, 17.665], [8.476, 17.314, 18.387], [9.102, 16.074, 16.536], [10.190, 13.916, 17.593], [9.397, 14.347, 19.101], [12.781, 15.954, 19.031], [12.496, 14.438, 18.301], [11.826, 14.721, 19.890], [6.982, 14.517, 16.402], [8.293, 13.620, 16.337], [16.996, 15.760, 13.364], [16.284, 15.270, 14.649], [15.265, 16.259, 15.205], [16.057, 17.232, 15.937], [15.281, 18.082, 16.737], [15.621, 13.950, 14.556], [17.622, 16.622, 13.509], [16.279, 16.091, 12.604], [17.595, 14.919, 13.029], [16.915, 15.157, 15.561], [14.658, 15.790, 15.952], [14.615, 16.762, 14.487], [14.513, 17.575, 17.276], [14.663, 18.750, 16.066], [15.912, 18.650, 17.332], [15.003, 13.838, 13.716], [16.282, 13.206, 14.526], [13.884, 18.289, 22.140], [15.273, 18.541, 21.556], [15.285, 19.477, 20.349], [14.293, 20.439, 20.639], [14.024, 21.377, 19.656], [16.314, 18.947, 22.508], [13.433, 19.214, 22.519], [13.949, 17.553, 22.926], [13.296, 17.992, 21.304], [15.534, 17.607, 21.148], [15.170, 19.026, 19.344], [16.245, 19.984, 20.374], [13.487, 22.145, 20.190], [13.418, 20.998, 18.834], [14.928, 21.793, 19.274], [16.375, 18.346, 23.346], [16.094, 19.843, 22.899], [9.498, 14.407, 12.808], [10.588, 14.712, 13.848], [11.130, 13.383, 14.395], [10.092, 12.864, 15.169], [10.492, 11.703, 15.858], [11.775, 15.374, 13.326], [8.963, 15.355, 12.646], [8.843, 13.722, 13.329], [9.859, 14.102, 11.834], [10.069, 15.300, 14.656], [12.022, 13.506, 15.035], [11.285, 12.757, 13.503], [9.659, 11.335, 16.394], [11.369, 11.933, 16.552], [10.857, 10.894, 15.207], [11.634, 16.358, 13.160], [12.431, 15.489, 14.128], [14.485, 24.424, 14.684], [13.673, 23.260, 15.330], [12.387, 22.933, 14.454], [11.612, 24.118, 14.371], [10.486, 24.087, 13.511], [14.576, 22.059, 15.410], [15.410, 24.635, 15.242], [13.850, 25.344, 14.598], [14.873, 24.220, 13.673], [13.289, 23.451, 16.346], [11.821, 22.043, 14.849], [12.697, 22.648, 13.447], [10.036, 25.073, 13.570], [9.702, 23.308, 13.907], [10.715, 23.899, 12.502], [14.836, 21.755, 14.458], [14.196, 21.310, 15.949], [11.963, 18.918, 16.993], [12.399, 20.060, 16.768], [12.030, 17.913, 16.079], [11.513, 18.580, 18.235], [12.150, 18.171, 15.130], [11.646, 16.982, 16.296], [10.954, 17.739, 18.294], [11.407, 19.326, 18.885], [19.371, 13.513, 16.421], [18.759, 13.329, 15.361], [20.721, 13.427, 16.516], [18.766, 13.667, 17.632], [21.095, 13.468, 15.609], [21.293, 13.301, 17.326], [19.222, 14.079, 18.452], [17.769, 13.654, 17.626], [17.654, 16.746, 19.758], [17.785, 15.902, 20.637], [18.013, 18.079, 19.912], [17.204, 16.519, 18.522], [17.556, 18.782, 19.353], [18.072, 18.351, 20.899], [17.588, 17.042, 17.753], [16.832, 15.614, 18.210], [13.446, 18.970, 12.577], [12.403, 18.780, 13.322], [13.320, 19.171, 11.209], [14.750, 18.915, 12.912], [12.395, 19.292, 10.858], [14.072, 19.433, 10.584], [15.460, 18.973, 12.226], [15.095, 18.679, 13.827], [17.119, 18.198, 8.875], [17.624, 18.164, 10.314], [19.185, 18.353, 10.427], [16.872, 19.142, 11.012], [17.421, 17.227, 8.481], [17.470, 18.962, 8.140], [16.062, 18.126, 8.826], [17.248, 17.239, 10.762], [19.446, 19.418, 10.103], [19.566, 17.597, 9.738], [19.529, 18.146, 11.457], [17.266, 19.543, 11.789], [12.938, 13.751, 9.635], [14.052, 14.367, 10.453], [14.046, 15.870, 10.567], [14.075, 13.880, 11.780], [13.018, 14.181, 8.659], [11.975, 13.954, 10.031], [12.975, 12.659, 9.597], [14.977, 14.134, 9.937], [14.172, 16.347, 9.590], [14.692, 16.345, 11.317], [13.028, 16.214, 10.830], [13.224, 14.118, 12.184], [19.451, 19.666, 16.053], [18.620, 20.354, 14.976], [19.525, 20.639, 13.792], [17.401, 19.709, 14.555], [19.739, 18.643, 15.827], [18.846, 19.596, 16.960], [20.385, 20.220, 16.261], [18.285, 21.302, 15.446], [20.053, 19.695, 13.551], [20.227, 21.377, 14.206], [19.010, 21.030, 12.912], [17.415, 18.764, 14.767]], "orbital_gap_ev": 8.88, "lumo_energy_ev": 0.535, "total_energy_ev": -87567.4325, "homo_ha": -0.3066}


{"formula": "C37H113N25O16", "method": "ωB97M-V/def2-TZVPD", "species": ["C", "C", "C", "O", "C", "N", "H", "H", "H", "H", "H", "H", "H", "H", "H", "H", "H", "C", "C", "C", "O", "C", "N", "H", "H", "H", "H", "H", "H", "H", "H", "H", "H", "H", "C", "C", "C", "O", "C", "N", "H", "H", "H", "H", "H", "H", "H", "H", "H", "H", "H", "C", "C", "C", "O", "C", "N", "H", "H", "H", "H", "H", "H", "H", "H", "H", "H", "H", "C", "C", "C", "O", "C", "N", "H", "H", "H", "H", "H", "H", "H", "H", "H", "H", "H", "C", "C", "C", "O", "C", "N", "H", "H", "H", "H", "H", "H", "H", "H", "H", "H", "H", "C", "C", "C", "O", "C", "N", "H", "H", "H", "H", "H", "H", "H", "H", "H", "H", "H", "C", "O", "N", "N", "H", "H", "H", "H", "C", "O", "N", "N", "H", "H", "H", "H", "C", "O", "N", "N", "H", "H", "H", "H", "C", "O", "N", "N", "H", "H", "H", "H", "C", "O", "N", "N", "H", "H", "H", "H", "C", "O", "N", "N", "H", "H", "H", "H", "C", "O", "N", "N", "H", "H", "H", "H", "C", "O", "N", "N", "H", "H", "H", "H", "C", "O", "N", "N", "H", "H", "H", "H"], "xyz": [[10.453, -2.812, 26.769], [9.640, -2.464, 28.068], [8.288, -3.203, 28.232], [7.331, -2.981, 27.168], [6.796, -1.651, 27.108], [10.354, -2.590, 29.312], [10.916, -3.799, 26.799], [11.225, -2.047, 26.692], [9.920, -2.619, 25.838], [9.312, -1.431, 27.955], [7.726, -3.080, 29.158], [8.539, -4.263, 28.185], [6.687, -1.083, 28.032], [5.783, -1.708, 26.709], [7.377, -1.146, 26.336], [11.289, -2.214, 29.373], [10.419, -3.598, 29.339], [0.321, -4.276, 27.126], [1.164, -3.177, 26.391], [1.861, -2.236, 27.412], [2.751, -1.381, 26.743], [3.331, -0.416, 27.620], [2.182, -3.819, 25.536], [0.949, -4.767, 27.871], [0.019, -5.022, 26.391], [-0.643, -4.024, 27.567], [0.457, -2.662, 25.741], [2.470, -2.945, 27.973], [1.120, -1.766, 28.059], [3.458, 0.454, 26.977], [4.349, -0.486, 28.005], [2.748, -0.195, 28.514], [2.837, -4.259, 26.167], [2.736, -3.158, 25.011], [-2.759, -3.661, 25.003], [-3.734, -4.045, 23.919], [-3.178, -4.054, 22.437], [-4.218, -4.590, 21.553], [-3.694, -4.529, 20.202], [-4.094, -5.388, 24.280], [-2.326, -2.669, 24.872], [-1.961, -4.372, 25.218], [-3.337, -3.470, 25.907], [-4.521, -3.301, 23.796], [-2.333, -4.737, 22.347], [-2.932, -3.048, 22.097], [-2.802, -5.135, 20.044], [-3.614, -3.560, 19.710], [-4.407, -5.085, 19.593], [-3.347, -6.066, 24.312], [-4.641, -5.670, 23.479], [4.320, -1.390, 31.043], [4.540, -2.633, 31.943], [4.011, -2.517, 33.410], [4.399, -3.716, 34.126], [4.034, -3.660, 35.506], [3.792, -3.833, 31.462], [4.453, -1.587, 29.979], [5.152, -0.721, 31.261], [3.371, -0.870, 30.912], [5.578, -2.943, 32.063], [2.958, -2.293, 33.580], [4.553, -1.680, 33.851], [4.327, -2.742, 36.015], [4.454, -4.481, 36.087], [2.950, -3.761, 35.570], [2.822, -3.554, 31.510], [3.804, -4.595, 32.124], [4.184, -7.461, 24.659], [5.701, -7.435, 24.494], [6.230, -8.507, 23.516], [7.614, -8.385, 23.279], [8.025, -7.837, 22.139], [6.126, -6.120, 24.050], [3.921, -6.835, 25.512], [3.771, -8.462, 24.788], [3.489, -7.025, 23.941], [6.213, -7.693, 25.421], [5.624, -8.595, 22.614], [6.112, -9.438, 24.072], [9.072, -7.549, 22.230], [7.495, -6.885, 22.109], [7.774, -8.462, 21.282], [5.905, -5.648, 24.915], [7.126, -6.133, 23.904], [3.870, 2.339, 29.773], [4.805, 3.483, 29.405], [5.303, 3.978, 30.737], [4.249, 4.530, 31.446], [4.459, 5.777, 32.156], [5.868, 2.984, 28.568], [3.191, 1.983, 28.999], [3.118, 2.553, 30.533], [4.463, 1.471, 30.058], [4.250, 4.282, 28.914], [6.046, 4.759, 30.582], [5.730, 3.164, 31.324], [4.757, 6.521, 31.417], [5.064, 5.712, 33.059], [3.495, 6.058, 32.581], [6.462, 2.272, 28.969], [5.354, 2.574, 27.801], [0.683, -13.136, 28.542], [1.097, -11.831, 29.079], [0.142, -10.605, 28.719], [0.641, -9.433, 29.154], [-0.191, -8.251, 28.846], [1.413, -11.888, 30.504], [0.077, -13.782, 29.176], [1.637, -13.626, 28.347], [0.108, -13.138, 27.616], [2.029, -11.519, 28.607], [-0.847, -10.713, 29.166], [0.069, -10.769, 27.644], [-0.715, -8.271, 27.890], [0.382, -7.332, 28.971], [-0.962, -8.097, 29.600], [1.843, -12.766, 30.759], [0.503, -12.068, 30.903], [4.430, -4.931, 27.972], [4.446, -5.030, 26.757], [3.994, -5.825, 28.820], [4.917, -3.903, 28.637], [3.774, -5.549, 29.766], [3.529, -6.617, 28.399], [4.686, -3.854, 29.619], [5.505, -3.180, 28.249], [-3.036, -5.925, 28.392], [-2.858, -4.711, 28.528], [-3.000, -6.931, 29.227], [-3.176, -6.482, 27.193], [-3.037, -6.560, 30.166], [-3.178, -7.854, 28.857], [-3.526, -7.429, 27.161], [-3.402, -5.901, 26.399], [0.018, -3.065, 31.271], [0.831, -2.596, 32.112], [0.090, -4.226, 30.688], [-0.763, -2.318, 30.599], [-0.555, -4.355, 29.922], [0.778, -4.875, 31.041], [-0.767, -1.385, 30.985], [-1.619, -2.579, 30.132], [-3.978, -1.263, 28.607], [-4.596, -0.294, 28.829], [-3.188, -1.342, 27.570], [-3.937, -2.321, 29.383], [-3.133, -0.576, 26.914], [-2.684, -2.213, 27.483], [-4.438, -2.367, 30.258], [-3.421, -3.146, 29.112], [0.432, -5.622, 22.457], [0.400, -6.467, 21.515], [0.542, -5.866, 23.713], [0.426, -4.350, 22.261], [0.937, -5.220, 24.381], [0.670, -6.852, 23.889], [0.363, -3.553, 22.879], [0.432, -4.092, 21.284], [4.185, -4.997, 21.249], [3.608, -4.513, 20.254], [5.318, -5.715, 21.231], [3.956, -4.771, 22.440], [5.586, -6.104, 22.123], [5.597, -6.082, 20.332], [4.660, -5.128, 23.070], [3.255, -4.092, 22.700], [3.288, 3.381, 25.678], [4.169, 2.550, 26.002], [2.018, 3.286, 26.098], [3.478, 4.389, 24.905], [1.617, 2.516, 26.615], [1.412, 4.086, 25.994], [4.351, 4.250, 24.417], [2.742, 5.001, 24.581], [-1.339, -0.292, 24.262], [-1.833, -0.647, 23.221], [-0.088, -0.120, 24.443], [-1.932, 0.055, 25.264], [0.483, -0.496, 23.700], [0.242, 0.002, 25.390], [-2.881, 0.400, 25.247], [-1.368, 0.140, 26.097], [2.995, -1.607, 22.873], [1.833, -1.714, 22.815], [3.735, -1.532, 21.749], [3.667, -1.490, 23.990], [4.723, -1.737, 21.807], [3.232, -1.392, 20.885], [4.677, -1.456, 23.979], [3.229, -1.305, 24.881]], "orbital_gap_ev": 8.49, "lumo_energy_ev": -0.048, "total_energy_ev": -110212.1761, "homo_ha": -0.3138, "e_above_lowest_ev": 8.344}


{"formula": "C37H23BrF4N4O6PPb", "method": "ωB97M-V/def2-TZVPD", "species": ["Pb", "O", "C", "N", "C", "C", "C", "C", "C", "C", "N", "C", "C", "C", "C", "C", "N", "H", "H", "H", "H", "H", "H", "H", "H", "H", "H", "O", "C", "C", "C", "N", "C", "C", "C", "O", "O", "C", "O", "O", "H", "H", "H", "F", "C", "C", "F", "C", "F", "C", "P", "C", "C", "C", "C", "C", "C", "C", "C", "C", "C", "C", "C", "C", "Br", "C", "F", "H", "H", "H", "H", "H", "H", "H", "H", "H", "H"], "xyz": [[-0.142, -0.213, 0.515], [2.244, 0.601, 4.222], [1.498, 0.597, 3.235], [1.610, -0.122, 2.121], [2.684, -1.084, 2.056], [2.242, -2.386, 1.421], [2.938, -3.570, 1.654], [2.546, -4.726, 1.004], [1.472, -4.683, 0.126], [0.829, -3.475, -0.053], [1.205, -2.363, 0.581], [0.275, 1.504, 3.249], [-0.225, 1.961, 4.460], [-1.368, 2.738, 4.462], [-1.964, 3.070, 3.251], [-1.388, 2.596, 2.088], [-0.302, 1.823, 2.087], [3.108, -1.270, 3.046], [3.500, -0.693, 1.426], [3.772, -3.569, 2.345], [3.072, -5.656, 1.180], [1.145, -5.562, -0.412], [-0.013, -3.375, -0.731], [0.285, 1.674, 5.369], [-1.801, 3.081, 5.393], [-2.865, 3.667, 3.209], [-1.807, 2.829, 1.113], [-6.664, -0.121, -0.850], [-5.340, -0.364, -0.640], [-4.835, -0.636, 0.622], [-3.471, -0.835, 0.757], [-2.642, -0.792, -0.282], [-3.133, -0.566, -1.507], [-4.480, -0.341, -1.728], [-2.148, -0.557, -2.683], [-2.610, -0.774, -3.811], [-0.944, -0.332, -2.362], [-2.871, -1.060, 2.159], [-3.682, -1.202, 3.075], [-1.597, -1.067, 2.255], [-7.125, -0.176, -0.007], [-5.455, -0.685, 1.509], [-4.838, -0.149, -2.730], [0.761, 3.833, -6.707], [0.992, 3.044, -5.659], [1.909, 2.019, -5.752], [2.578, 1.829, -6.891], [2.156, 1.208, -4.658], [3.120, 0.296, -4.824], [1.484, 1.368, -3.453], [1.672, 0.275, -1.962], [2.044, -1.353, -2.718], [3.064, -2.156, -2.208], [3.313, -3.410, -2.748], [2.531, -3.887, -3.790], [1.484, -3.110, -4.273], [1.234, -1.857, -3.736], [3.352, 0.908, -1.461], [3.316, 1.750, -0.346], [4.483, 2.277, 0.194], [5.708, 1.955, -0.369], [5.758, 1.126, -1.483], [4.592, 0.610, -2.030], [0.593, 2.444, -3.374], [-0.273, 2.860, -1.756], [0.346, 3.263, -4.458], [-0.506, 4.286, -4.375], [3.668, -1.800, -1.382], [4.122, -4.013, -2.352], [2.722, -4.867, -4.211], [0.859, -3.479, -5.077], [0.389, -1.273, -4.087], [2.363, 1.969, 0.123], [4.428, 2.916, 1.067], [6.624, 2.336, 0.067], [6.714, 0.870, -1.926], [4.650, -0.038, -2.895]], "orbital_gap_ev": 7.38, "lumo_energy_ev": 2.281, "total_energy_ev": -152441.2717, "homo_ha": -0.1876, "e_above_lowest_ev": 0.000, "charge": -1}